1.
Formula: C14H44F6O8P
Source: the OMol25 dataset
Level of theory: ωB97M-V with the def2-TZVPD basis set

As for the total energy: -2102.43604 Ha. The value obtained for the HOMO energy is -0.3056 Eh.

Geometry as ORCA input:
```
! wB97M-V def2-TZVPD RIJCOSX def2/J DEFGRID3
* xyz -1 1
H 3.336 -7.124 -2.445
H -2.664 0.398 6.511
O -4.627 7.758 -0.357
H 3.845 4.010 1.538
H 3.907 4.161 3.303
H 3.237 -8.532 -0.234
H 1.887 -5.735 4.915
C 1.349 -5.109 4.202
H 6.748 1.629 2.522
H 3.036 -8.994 -4.234
C 3.027 -8.133 -2.174
C -3.131 2.447 6.011
H -4.060 1.542 -7.095
H -1.734 3.363 -7.947
H -0.141 -4.226 5.567
H 1.660 -0.600 -7.187
H 6.260 3.004 1.366
C 4.649 2.292 2.596
O 0.476 -5.881 3.365
H 4.456 -0.739 -1.846
H -4.291 2.694 4.182
C -4.509 6.554 -1.083
H 2.628 3.143 2.655
H -4.572 6.711 -2.160
P -1.118 -1.208 -1.939
F -1.740 -2.553 -1.237
C -3.253 5.841 -0.662
H 1.638 -1.413 -5.910
H -2.408 6.458 -0.969
H -2.146 2.698 5.619
O -4.174 2.836 -8.743
H 4.589 -2.223 -2.114
C 3.427 -9.231 -3.245
C -2.995 1.291 7.041
O -3.582 3.523 6.795
H -3.486 4.262 6.189
H -3.078 1.261 -8.594
H 2.091 -4.586 3.600
O 2.213 -1.143 -6.626
H -3.364 1.163 4.298
H 4.700 1.943 3.627
H -0.073 -5.320 2.812
H 2.003 -8.175 -1.802
H 6.541 3.321 2.994
H -3.280 4.992 -1.344
C -2.287 2.747 -7.237
H 2.856 -10.152 -3.128
F 0.252 -2.060 -1.988
C 0.498 -3.930 4.735
F -0.322 -0.030 -2.634
C 6.164 2.532 2.344
H 4.491 -9.387 -3.427
H -3.049 5.487 0.348
H -4.928 1.481 5.087
H -4.025 1.027 7.279
O 4.861 -1.367 -2.444
H -0.192 -3.546 3.982
H -2.565 3.492 -6.492
C 3.643 3.498 2.479
H -5.358 6.074 -0.596
F -2.425 -0.296 -1.866
H -4.646 2.325 -9.404
H -5.553 7.999 -0.435
C -3.951 1.900 4.847
H -1.585 2.099 -6.712
F -0.674 -0.633 -0.460
O 3.786 -8.451 -1.017
H 1.242 -3.141 4.840
H 3.406 1.022 1.808
O 4.345 1.197 1.711
F -1.421 -1.801 -3.415
H -2.390 1.550 7.910
C -3.447 1.993 -7.875
*
```

---

2.
Formula: C14H44N2O8
Source: the OMol25 dataset
Level of theory: ωB97M-V with the def2-TZVPD basis set

As for the total energy: -1270.98785 Ha. Its SMILES is NC(N)=O.CC(C)O.CC(C)O.CC(C)O.CO.CO.CO.CO. The value obtained for the HOMO energy is -0.3472 Eh.

Geometry as ORCA input:
```
! wB97M-V def2-TZVPD RIJCOSX def2/J DEFGRID3
* xyz 0 1
C -15.686 -20.824 10.069
O -14.221 -21.712 8.748
H -15.489 -22.767 9.783
C -7.050 -24.342 13.292
H -7.878 -22.745 15.285
H -14.118 -22.436 11.978
H -6.455 -19.066 11.801
H -5.500 -20.399 11.230
H -7.289 -20.065 14.637
O -11.575 -22.661 8.185
O -7.478 -22.930 13.427
H -10.749 -24.444 9.752
C -14.737 -21.929 9.886
H -6.243 -24.493 12.656
H -4.693 -19.362 13.114
H -10.672 -22.254 8.387
C -8.900 -22.058 9.826
H -13.395 -20.968 11.283
H -13.834 -20.059 13.835
H -11.990 -20.327 14.618
H -6.722 -24.558 14.325
H -6.661 -22.402 13.318
C -9.010 -21.879 16.476
C -10.789 -23.459 12.657
C -5.472 -20.065 13.309
H -10.495 -23.453 11.702
H -12.630 -22.039 14.906
H -9.700 -21.770 11.552
C -11.384 -23.873 7.892
O -5.095 -21.163 13.682
O -14.035 -20.594 14.572
H -11.857 -23.306 12.716
N -8.972 -21.809 8.577
C -12.807 -24.419 7.745
H -9.871 -22.425 16.060
H -10.548 -24.287 13.323
H -10.641 -21.037 10.245
H -12.628 -20.692 16.087
H -13.414 -23.822 7.066
H -9.117 -22.587 13.286
H -7.793 -25.114 13.047
H -11.108 -23.925 6.824
H -12.808 -25.407 7.214
H -16.308 -20.891 9.198
H -13.294 -24.675 8.727
H -9.058 -21.602 17.513
H -9.407 -24.500 8.715
O -8.146 -23.008 10.439
H -6.621 -18.533 14.001
N -9.788 -21.489 10.564
H -12.852 -22.528 10.696
H -5.767 -19.428 15.312
H -15.119 -19.886 10.002
C -6.393 -19.512 14.393
H -10.570 -25.801 8.646
C -13.753 -21.993 11.060
O -10.026 -22.374 13.110
C -10.425 -24.731 8.739
H -7.137 -20.743 12.003
H -16.295 -20.762 11.019
H -13.386 -22.158 8.808
H -8.781 -21.000 15.878
O -7.898 -22.729 16.210
H -9.497 -20.944 8.307
C -6.197 -20.062 12.017
H -4.163 -21.080 13.854
C -12.763 -20.948 15.076
H -8.191 -22.124 7.963
*
```

---

3.
Formula: C14H44N4O11
Source: the OMol25 dataset
Level of theory: ωB97M-V with the def2-TZVPD basis set

As for the total energy: -1606.12020 Ha. The value obtained for the HOMO energy is -0.2825 Eh.

Geometry as ORCA input:
```
! wB97M-V def2-TZVPD RIJCOSX def2/J DEFGRID3
* xyz 0 1
C -5.148 0.604 8.352
H -2.858 0.002 7.200
C 2.033 -4.671 -3.467
H 1.773 2.729 1.149
H 4.405 -0.505 -3.841
O -3.513 1.076 -5.791
H 7.753 0.667 -2.026
H 3.020 5.548 0.614
C 5.271 1.553 -5.079
O 6.097 0.563 -4.442
H -4.322 -0.741 1.608
H 3.197 3.688 2.756
O 2.636 -4.550 -2.132
H -5.064 -1.941 2.281
H 4.764 2.162 -4.331
H 4.687 -1.471 -1.443
H 0.202 -4.876 -4.441
H -4.897 -1.855 9.115
H -2.353 2.524 -6.934
N 4.681 -0.496 -1.177
N -5.820 0.630 5.807
H -0.072 -4.090 -2.962
C 0.525 -4.890 -3.400
H -3.416 1.376 6.284
H -5.880 1.637 5.851
H -5.036 1.688 8.325
H 1.254 2.663 -0.820
O 3.121 4.571 2.387
H -1.767 2.271 -5.381
H 2.424 -5.378 -1.694
H 5.731 2.211 -5.816
C 5.521 0.241 -2.063
H 6.810 1.048 -0.654
H -5.875 -0.917 1.184
H -0.185 1.169 -6.502
C -1.180 0.787 -6.734
H -3.746 -1.572 10.369
H -6.119 0.369 8.789
O -0.848 -0.080 -1.610
H -5.462 -0.438 2.767
C -4.570 -1.102 9.832
N -5.233 -0.999 1.959
O 0.144 -6.198 -2.946
C 3.009 4.528 0.997
O 1.874 3.393 -0.757
H 0.931 4.281 0.882
H 3.702 -0.296 -1.327
H -0.522 0.217 -8.472
N -1.793 -0.307 -0.892
H -3.241 -0.155 5.447
H -6.787 0.463 6.047
H 4.457 1.033 -5.586
H -1.249 -0.204 -6.284
O -4.150 0.108 9.217
C 6.915 0.295 -1.435
C -4.945 0.067 6.908
H 3.922 4.090 0.593
H 2.189 -3.811 -4.118
O -1.629 -0.846 0.224
H 5.153 1.267 -2.050
H -3.291 0.624 -4.973
O -1.315 0.654 -8.152
H 5.834 -1.337 -3.584
O -2.918 -0.013 -1.355
H -5.348 -0.954 10.580
C -2.226 1.724 -6.205
H 2.519 -5.493 -3.993
H -5.181 -0.996 6.852
C 1.814 3.690 0.638
C -3.531 0.298 6.395
C 5.432 -0.325 -3.524
H 7.172 -0.641 -0.939
H 0.518 -6.360 -2.077
*
```

---

4.
Formula: C14H44O15
Source: the OMol25 dataset
Level of theory: ωB97M-V with the def2-TZVPD basis set

As for the total energy: -1688.20055 Ha. Its SMILES is OCCO.OCCO.OCCO.OCCO.OCCO.OCCO.OCCO.O. The value obtained for the HOMO energy is -0.3476 Eh.

Geometry as ORCA input:
```
! wB97M-V def2-TZVPD RIJCOSX def2/J DEFGRID3
* xyz 0 1
H 1.747 -2.754 2.693
O 2.181 1.856 3.666
C 3.569 -1.827 2.278
H -4.248 0.692 1.046
C 1.054 2.483 1.599
H 2.029 0.892 3.616
H -0.493 2.597 -4.987
H -0.471 -1.067 0.604
H 4.000 -0.838 2.493
O -1.945 1.759 0.281
C 2.170 -1.808 2.866
O 0.129 3.357 0.945
O 3.363 1.516 -1.784
C -5.186 -2.670 1.272
H -0.925 0.483 -3.190
H 4.576 -2.513 3.756
H 0.305 0.199 -1.377
H 1.541 3.654 3.233
H -3.907 0.842 3.461
C -2.141 1.315 1.565
H 4.718 0.451 -2.832
H 2.019 2.592 1.130
H -2.380 0.835 -1.103
H 1.126 -1.061 -2.028
H -1.965 2.209 -3.903
H 4.802 -0.195 -0.400
H -1.681 -2.523 -0.299
C -3.353 0.358 1.586
O -6.481 -3.194 0.938
C 0.814 -0.712 -1.051
C -1.679 1.083 -5.649
H 2.239 -1.558 3.927
O -2.458 1.763 -6.599
C 4.690 1.242 -2.039
H 1.542 -0.943 1.224
C 5.414 0.704 -0.746
H -2.752 -2.593 1.996
H -2.246 2.164 2.249
O 1.580 -0.755 2.188
O 6.759 0.383 -0.967
H 3.030 1.960 -2.612
H -6.426 -3.016 0.029
O -2.784 -3.079 1.131
O 2.021 -0.348 -0.473
H 5.231 2.097 -2.500
O 4.542 -2.674 2.863
O -0.400 0.997 -3.815
H 0.167 2.597 3.605
H -5.134 -1.731 0.877
H 6.961 -0.280 -0.322
C -4.047 -3.548 0.823
H -0.892 0.620 -6.149
H -4.099 -4.594 1.194
H 2.570 0.205 -0.999
H 3.556 -1.957 1.216
H -1.260 2.474 0.400
H 0.791 1.512 1.322
H -3.174 2.054 -6.046
C -1.145 1.876 -4.572
H -2.268 0.355 -5.161
O -1.194 -1.959 -0.899
O -3.733 0.041 2.888
H 0.405 4.249 1.014
H -5.107 -2.624 2.320
C 1.115 2.686 3.107
H -3.028 -0.609 1.146
H 5.376 1.479 0.032
C -0.049 -1.618 -0.226
H -1.236 0.811 1.869
H 0.404 -2.619 0.049
O -2.327 0.294 -1.897
H -1.906 -0.454 -1.590
H -4.020 -3.618 -0.278
*
```

---

5.
Formula: C14H45BO7Pd
Source: the OMol25 dataset
Level of theory: ωB97M-V with the def2-TZVPD basis set

As for the total energy: -1239.46067 Ha. The value obtained for the HOMO energy (alpha / beta) is -0.3488 / -0.3478 Eh.

Geometry as ORCA input:
```
! wB97M-V def2-TZVPD RIJCOSX def2/J DEFGRID3
* xyz 0 3
C 3.294 -0.230 -1.007
O 2.813 1.100 -1.079
H 1.649 -0.412 3.833
H -1.704 0.136 0.311
C 1.867 -3.368 0.735
H -0.680 -3.731 -2.174
H -1.070 0.571 -2.053
H 1.354 -0.913 2.161
C 4.720 -0.328 -1.458
H 4.767 -0.267 -2.545
H -1.336 4.958 -1.468
H -4.294 0.967 0.339
H 1.093 4.728 3.508
H 3.215 5.008 2.441
H -6.865 1.306 1.814
H 5.251 -1.223 -1.131
H 0.838 -3.222 -3.090
H -1.347 -1.107 -1.641
H 0.910 -2.932 1.022
C -2.669 3.178 -0.947
H -0.833 3.368 -2.106
H 2.189 -2.775 -0.121
H 5.246 0.521 -1.021
H 0.832 3.186 1.087
Pd 0.929 1.100 2.737
H 0.613 -5.653 -4.286
C 1.819 -4.820 0.429
H -0.795 -2.244 -4.086
H -0.414 2.553 -0.223
O -0.401 3.512 -0.267
H 0.971 -4.992 -0.234
C -5.380 1.044 0.391
C -5.863 0.879 1.832
O 1.029 3.253 2.024
H -0.772 -5.808 -2.998
O 2.814 -3.154 1.752
H 0.062 -0.927 3.352
H 0.311 -0.476 -1.954
H 2.165 6.429 2.030
H 1.988 1.159 -0.590
H 2.809 -0.884 -1.732
O 0.137 0.901 0.556
C -0.099 -3.778 -3.095
H 2.773 -5.223 0.091
H 3.099 -0.557 0.014
H 1.392 -2.115 3.444
H -5.025 -0.838 2.182
H 0.898 -5.652 -2.738
H -5.687 2.009 -0.012
B 1.115 -1.102 3.197
H -5.248 1.424 2.548
C 2.322 5.356 1.921
H -3.270 3.591 -0.137
C 1.096 4.607 2.425
H -2.481 2.119 -0.772
H -5.874 0.271 -0.198
C 0.104 -5.292 -3.392
H 1.666 -5.340 1.375
H 2.384 -2.480 2.283
C -1.279 3.890 -1.260
C -0.659 -0.274 -1.500
H -0.382 -0.996 0.467
O -5.910 -0.503 2.024
H -3.373 3.394 -1.751
H 0.250 5.126 1.975
H 2.494 5.235 0.851
C -0.682 -0.063 -0.011
O -0.885 -3.199 -4.072
*
```

---

6.
Formula: C14H46BInO14
Source: the OMol25 dataset
Level of theory: ωB97M-V with the def2-TZVPD basis set

As for the total energy: -1828.77765 Ha. The value obtained for the HOMO energy (alpha / beta) is -0.4302 / -0.4301 Eh.

Geometry as ORCA input:
```
! wB97M-V def2-TZVPD RIJCOSX def2/J DEFGRID3
* xyz 1 2
O 1.639 -1.118 -2.774
H -3.900 0.479 -2.537
H 0.600 -4.888 1.034
H -0.597 4.828 1.797
H 1.420 1.609 -5.012
C 1.949 -3.841 -0.208
O 2.389 3.812 0.624
H 1.484 -1.022 -4.823
H 1.086 -0.085 -0.723
H 3.407 -1.744 0.815
C 3.113 1.062 2.539
O -0.636 3.101 0.854
H -1.321 -3.310 -1.016
H 2.887 -0.377 -4.241
H 3.753 1.939 2.451
H 0.920 4.684 -0.311
H 2.623 -4.037 2.740
C -2.510 -3.645 0.787
C 1.652 -4.616 1.118
H 1.669 -4.485 -1.042
C 3.758 0.030 1.555
H -1.139 0.098 -2.267
O -2.699 -1.110 3.357
H 0.408 3.625 2.557
H -1.736 1.770 1.440
H -0.042 0.545 0.497
C -2.134 -2.818 -0.482
O -1.799 1.152 2.171
H 0.828 1.680 -0.563
H 2.275 -5.505 1.219
O -1.908 -0.027 -2.829
O 1.855 -3.745 2.243
O -1.609 -3.489 1.802
C 1.824 -0.394 -4.000
H 2.975 4.063 -0.093
H -1.708 -4.221 2.415
C -3.536 -0.279 2.533
C 1.247 1.086 -4.072
O -1.683 -1.476 -0.141
O 2.975 -1.107 1.390
B 0.385 0.700 -0.481
O -1.599 3.014 -2.322
H -1.683 -1.035 -0.993
H 1.403 5.600 1.148
H -3.550 2.898 -2.899
H 0.014 2.581 0.376
C -2.642 2.300 -2.967
H 1.919 2.083 1.503
H -3.373 -3.187 1.269
C -2.908 0.894 -2.362
O 1.922 1.711 -3.072
C 1.276 4.608 0.716
H -0.423 0.587 -1.187
H -0.859 2.404 -2.372
C -3.109 1.205 2.653
H 3.030 -3.697 -0.220
H -3.292 -1.376 4.064
In 0.216 -1.248 2.291
H -3.460 -0.563 1.483
H 1.527 1.547 -2.213
H -4.608 -0.354 2.714
H -2.853 -2.770 -1.299
H 3.909 0.406 0.543
H 1.453 -0.569 -2.009
H -2.488 2.086 -4.025
C 0.101 4.018 1.588
O 1.167 -2.682 -0.456
H 1.396 -2.268 -1.291
H 0.186 1.113 -3.825
O 1.765 1.466 2.223
H -3.169 1.509 3.698
H -2.789 0.869 -1.278
H -2.842 -4.638 0.482
H 3.139 0.798 3.596
H 4.688 -0.175 2.085
H -3.624 1.941 2.036
*
```

---

Number 1: molar mass 485.46 g/mol. Number 2: molar mass 368.51 g/mol. Number 3: molar mass 444.52 g/mol. Number 4: molar mass 452.49 g/mol. Number 5: molar mass 442.74 g/mol. Number 6: molar mass 564.14 g/mol.